The following is a quantum chemistry calculation of a 11-piece molecular cluster, C30H82O27S11 overall, from OMol25.

Output
LUMO energy ... -0.1 eV
Relative energy (zero: lowest compared OMol25 entry of this formula, charge and spin) ... 15.7 kcal/mol
E_tot ... -7603.54296 Ha
HOMO energy ... -0.3238 hartree

XYZ file:
```
150
Properties=species:S:1:pos:R:3:lowdin_charge:R:1
O -1.228 -3.773 -0.018 -0.327
S -0.902 -4.846 0.910 0.566
O -1.952 -5.314 1.776 -0.286
O -0.327 -5.993 0.000 -0.268
C -0.118 -7.312 0.535 -0.264
C 0.087 -8.175 -0.685 -0.065
C 0.510 -4.444 1.927 -0.117
H -1.028 -7.503 1.145 0.127
H 0.815 -7.409 1.150 0.132
H 0.927 -7.785 -1.267 0.091
H -0.819 -8.127 -1.262 0.078
H 0.205 -9.207 -0.351 0.086
H 1.377 -4.250 1.309 0.069
H 0.718 -5.263 2.613 0.066
H 0.205 -3.557 2.592 0.090
O -2.451 1.470 4.777 -0.323
S -1.721 0.598 5.704 0.570
O -1.569 0.962 7.072 -0.256
O -2.363 -0.792 5.686 -0.251
C -2.835 -1.365 4.384 -0.220
C -2.580 -2.827 4.425 -0.064
C -0.161 0.218 4.939 -0.094
H -2.349 -0.926 3.480 0.099
H -3.875 -1.061 4.239 0.123
H -2.913 -3.357 3.516 0.080
H -3.059 -3.397 5.246 0.100
H -1.523 -3.010 4.427 0.064
H 0.200 1.100 4.426 0.063
H -0.373 -0.562 4.228 0.036
H 0.479 -0.091 5.778 0.082
O -5.177 -0.154 -3.353 -0.270
S -5.510 -0.110 -1.966 0.577
O -6.607 -0.898 -1.420 -0.290
O -4.158 -0.520 -1.226 -0.277
C -4.336 -0.930 0.178 -0.231
C -4.619 -2.392 0.260 -0.051
C -5.697 1.586 -1.546 -0.103
H -5.111 -0.303 0.614 0.108
H -3.367 -0.693 0.573 0.095
H -3.850 -3.077 -0.129 0.078
H -5.542 -2.575 -0.273 0.068
H -4.747 -2.554 1.321 0.079
H -5.764 1.783 -0.437 0.069
H -6.553 1.951 -2.108 0.083
H -4.847 2.025 -1.980 0.034
O 0.210 -3.415 -6.417 -0.314
S -1.141 -2.870 -6.404 0.616
O -2.132 -3.102 -7.453 -0.298
O -1.760 -3.350 -5.029 -0.264
C -3.060 -2.855 -4.646 -0.245
C -3.287 -3.330 -3.249 -0.059
C -0.936 -1.098 -6.244 -0.113
H -3.831 -3.316 -5.319 0.142
H -3.049 -1.784 -4.742 0.099
H -4.226 -3.058 -2.789 0.071
H -2.614 -2.883 -2.497 0.065
H -3.099 -4.400 -3.229 0.090
H -0.265 -0.783 -7.001 0.062
H -0.401 -0.942 -5.318 0.023
H -1.941 -0.647 -6.419 0.091
O 4.807 4.203 2.687 -0.312
S 4.852 2.934 3.458 0.576
O 5.967 2.013 3.222 -0.318
O 4.682 3.250 4.936 -0.263
C 5.725 2.698 5.952 -0.134
C 6.796 3.732 6.277 -0.068
C 3.321 2.043 3.121 -0.095
H 6.220 1.851 5.466 0.102
H 5.095 2.438 6.776 0.112
H 7.374 4.106 5.431 0.084
H 7.638 3.376 6.899 0.093
H 6.382 4.578 6.794 0.071
H 2.523 2.739 3.208 0.054
H 3.345 1.196 3.821 0.082
H 3.459 1.547 2.146 0.049
O -2.499 2.746 -0.495 -0.284
S -2.798 3.069 0.888 0.530
O -2.812 4.484 1.220 -0.288
O -4.066 2.363 1.217 -0.282
C -4.784 2.554 2.519 -0.151
C -6.306 2.320 2.434 -0.033
C -1.693 2.227 1.992 -0.106
H -4.512 3.599 2.822 0.132
H -4.300 1.897 3.261 0.099
H -6.574 1.666 3.226 0.067
H -6.520 1.754 1.588 0.032
H -6.955 3.222 2.456 0.100
H -0.697 2.634 1.928 0.065
H -1.770 1.164 1.836 0.037
H -2.157 2.384 2.966 0.032
O 1.461 3.545 -5.886 -0.262
S 1.117 3.516 -4.510 0.541
O 1.173 4.580 -3.621 -0.276
O -0.385 3.039 -4.495 -0.248
C -1.077 2.892 -3.219 -0.240
C -2.010 1.754 -3.468 -0.074
C 1.992 2.134 -3.738 -0.104
H -1.738 3.763 -3.079 0.130
H -0.458 2.717 -2.338 0.095
H -2.683 1.900 -4.283 0.081
H -2.670 1.613 -2.601 0.051
H -1.438 0.836 -3.654 0.070
H 2.005 2.320 -2.694 0.030
H 2.976 1.964 -4.149 0.069
H 1.468 1.248 -4.061 0.019
O 4.450 -1.398 1.102 -0.305
S 5.606 -1.427 0.237 0.622
O 5.812 -2.674 -0.559 -0.314
O 5.502 -0.215 -0.788 -0.277
C 5.390 1.139 -0.230 -0.246
C 4.447 1.844 -1.172 -0.065
C 7.068 -0.928 1.144 -0.102
H 6.417 1.616 -0.272 0.153
H 4.910 1.083 0.729 0.069
H 3.391 1.559 -1.018 0.055
H 4.773 1.625 -2.228 0.102
H 4.474 2.948 -1.099 0.097
H 7.240 -1.490 2.036 0.067
H 6.923 0.160 1.374 0.063
H 7.922 -1.105 0.525 0.067
C 1.354 0.127 0.123 -0.248
S 0.031 -1.099 0.300 0.856
O -0.717 -0.781 1.613 -0.583
C -1.013 -0.355 -1.035 -0.198
H 1.962 0.050 1.018 0.030
H 0.848 1.142 0.002 0.061
H 1.965 -0.131 -0.724 0.008
H -0.359 -0.200 -1.909 0.034
H -1.362 0.556 -0.575 0.034
H -1.740 -1.119 -1.348 0.043
C 3.079 -1.771 -4.850 -0.234
S 2.252 -1.379 -3.288 0.848
O 0.995 -0.630 -3.800 -0.600
C 1.679 -3.050 -2.789 -0.200
H 3.102 -0.816 -5.421 0.062
H 2.324 -2.433 -5.383 0.061
H 4.099 -2.163 -4.770 0.059
H 2.563 -3.695 -2.678 0.066
H 1.062 -3.332 -3.657 0.053
H 1.234 -2.947 -1.786 0.032
C 1.934 5.283 1.293 -0.206
S 1.321 4.740 -0.407 0.805
O 0.788 3.405 -0.261 -0.561
C -0.089 5.837 -0.651 -0.221
H 2.744 4.647 1.515 -0.024
H 1.087 5.110 2.008 0.066
H 2.170 6.358 1.286 0.059
H -0.925 5.544 0.036 0.061
H -0.367 5.580 -1.636 0.008
H 0.215 6.866 -0.713 0.056
```